# 1
C15H15N3O3S | wB97M-V/def2-TZVPD

Molar mass, g/mol: 317.4
Max |F|, eV/Å: 1.13
Energy above the lowest of the compared OMol25 structures with the same formula, charge and spin, eV: 1.7692
SMILES: O=C(COc1ccccc1)NCC(=O)N/N=C/c1cccs1

Atoms and positions in Å:
O 1.04 -3.37 -0.64
C 1.06 -3.09 0.54
C -0.02 -3.51 1.54
O -0.29 -2.48 2.46
C -0.80 -1.30 1.98
C -1.22 -1.09 0.67
C -1.71 0.15 0.30
C -1.76 1.19 1.21
C -1.33 0.99 2.51
C -0.86 -0.25 2.90
N 2.05 -2.37 1.12
C 3.06 -1.69 0.34
C 2.50 -0.34 -0.13
O 2.83 0.71 0.38
N 1.59 -0.50 -1.13
N 0.75 0.40 -1.68
C 0.69 1.62 -1.32
C -0.27 2.49 -1.93
C -1.16 2.22 -2.94
C -1.98 3.31 -3.26
C -1.70 4.41 -2.50
S -0.44 4.12 -1.37
H -0.92 -3.82 0.99
H 0.34 -4.36 2.13
H -1.19 -1.88 -0.06
H -2.04 0.30 -0.71
H -2.13 2.16 0.91
H -1.36 1.79 3.23
H -0.52 -0.43 3.91
H 1.92 -2.08 2.08
H 3.94 -1.52 0.97
H 3.32 -2.33 -0.51
H 1.41 -1.44 -1.46
H 1.32 2.06 -0.55
H -1.21 1.26 -3.42
H -2.73 3.30 -4.02
H -2.17 5.37 -2.53

# 2
C15H15N5O2S3 | wB97M-V/def2-TZVPD

Molar mass, g/mol: 393.5
Max |F|, eV/Å: 1.62
Calculated total energy, Ha: -2199.42560

Atoms and positions in Å:
C -1.40 0.75 -2.35
H -1.72 0.92 -1.33
H -2.27 0.79 -3.00
H -0.97 -0.25 -2.41
C -0.38 1.79 -2.79
C 0.82 1.77 -1.92
N 1.95 1.27 -2.27
N 2.91 1.38 -1.36
C 2.53 1.95 -0.27
N 3.33 2.24 0.81
C 4.31 1.51 1.44
O 5.07 2.07 2.19
C 4.29 0.00 1.35
H 5.09 -0.37 1.99
H 3.32 -0.37 1.69
S 4.55 -0.79 -0.28
C 2.91 -1.24 -0.62
N 1.91 -0.99 0.17
C 0.76 -1.46 -0.39
N 0.86 -2.05 -1.55
S 2.41 -2.07 -2.07
C -0.50 -1.28 0.30
C -1.65 -1.92 -0.16
C -2.87 -1.73 0.46
C -2.95 -0.88 1.57
C -1.80 -0.25 2.03
C -0.59 -0.45 1.41
H 0.30 0.05 1.77
H -1.89 0.40 2.89
O -4.10 -0.62 2.25
C -5.29 -1.23 1.84
H -6.06 -0.87 2.53
H -5.56 -0.94 0.82
H -5.23 -2.32 1.91
H -3.74 -2.24 0.08
H -1.58 -2.58 -1.02
H 3.29 3.20 1.14
S 0.83 2.45 -0.30
H -0.06 1.59 -3.81
H -0.83 2.79 -2.75

# 3
C15H15N7O4 | wB97M-V/def2-TZVPD

Molar mass, g/mol: 357.3
Max |F|, eV/Å: 6.65
Energy above the lowest of the compared OMol25 structures with the same formula, charge and spin, eV: 7.0740

Atoms and positions in Å:
C -3.68 0.04 3.37
C -2.71 0.08 2.26
C -3.08 0.74 0.96
N -1.44 -0.35 2.34
C -0.52 -0.19 1.23
C 0.90 -0.05 1.68
C 1.77 -1.13 1.90
C 3.06 -0.86 2.36
C 3.53 0.45 2.48
C 2.69 1.50 2.09
C 1.39 1.25 1.69
H -4.68 0.32 3.03
H -3.77 -0.95 3.80
H -3.33 0.71 4.16
H -4.15 0.77 0.74
H -2.72 1.78 0.89
H -2.65 0.26 0.07
H -0.64 -1.05 0.57
H -0.84 0.72 0.74
H 1.47 -2.15 1.65
H 3.72 -1.68 2.62
H 4.54 0.66 2.85
H 3.06 2.52 2.08
H 0.72 2.06 1.40
O 3.17 -2.16 6.34
N 2.32 -2.91 5.83
O 2.40 -4.17 5.91
C 1.22 -2.38 5.08
C 0.50 -3.26 4.21
C -0.42 -2.78 3.26
N -1.40 -3.66 2.72
O -1.48 -4.89 2.91
O -2.28 -3.08 2.02
C -0.94 -1.29 3.24
N -0.01 -0.59 4.13
N -0.15 0.79 4.22
N 0.47 1.17 5.31
N 1.15 0.12 5.84
C 0.90 -0.96 5.06
H 0.55 -4.37 4.43
H -1.99 -1.53 3.68

# 4
C15H15NO5ReS2 | wB97M-V/def2-TZVPD

Molar mass, g/mol: 539.6
Multiplicity: 2
Max |F|, eV/Å: 0.59
Total charge: +2
Energy above the lowest of the compared OMol25 structures with the same formula, charge and spin, eV: 0.0000

Atoms and positions in Å:
Re -0.21 0.87 -0.29
O -0.52 0.81 1.69
C -0.91 -0.20 2.34
C -1.16 -1.49 1.79
C -1.74 -2.45 2.64
C -2.02 -3.69 2.13
C -1.71 -4.05 0.82
C -1.10 -3.12 -0.02
C -0.84 -1.85 0.46
O -0.19 -0.98 -0.38
N -2.67 -4.69 3.01
O -2.88 -4.35 4.15
O -2.97 -5.75 2.50
H -1.05 -0.05 3.41
H -1.98 -2.23 3.67
H -1.94 -5.05 0.48
H -0.83 -3.38 -1.04
C -2.61 3.75 -2.34
S -2.62 3.10 -0.69
C -2.59 4.59 0.28
O -1.13 2.58 -0.52
H -1.81 4.47 -2.45
H -3.59 4.21 -2.50
H -2.49 2.91 -3.02
H -3.53 5.10 0.09
H -1.74 5.19 -0.02
H -2.53 4.30 1.33
S 1.39 1.55 -1.61
C 2.92 0.68 -1.49
C 3.01 -0.71 -1.37
C 4.26 -1.29 -1.32
C 5.40 -0.50 -1.40
C 5.30 0.87 -1.53
C 4.06 1.48 -1.57
H 2.12 -1.32 -1.34
H 4.34 -2.37 -1.23
H 6.38 -0.97 -1.36
H 6.20 1.48 -1.60
H 3.98 2.55 -1.67

# 5
C15H16 | wB97M-V/def2-TZVPD

Molar mass, g/mol: 196.3
Max |F|, eV/Å: 6.20
Energy above the lowest of the compared OMol25 structures with the same formula, charge and spin, eV: 1.3905
SMILES: C/C1=C/C=C\C=C/[C@H](C)c2ccccc21

Atoms and positions in Å:
C 0.45 1.74 -1.96
C 0.55 1.33 -0.56
C 1.59 1.70 0.34
C 1.82 1.18 1.64
C 2.40 -0.08 1.62
C 2.61 -0.63 0.30
C 1.54 -1.03 -0.41
C 0.23 -1.57 0.20
C -0.23 -2.75 -0.69
C -0.86 -0.56 0.33
C -2.11 -1.02 0.72
C -3.16 -0.13 0.90
C -3.01 1.18 0.43
C -1.80 1.61 -0.05
C -0.70 0.74 -0.08
H 1.06 1.12 -2.65
H 0.83 2.75 -2.21
H -0.56 1.69 -2.37
H 2.37 2.30 -0.01
H 1.38 1.58 2.54
H 2.80 -0.34 2.58
H 3.51 -0.37 -0.27
H 1.79 -1.40 -1.40
H 0.56 -1.83 1.16
H -0.44 -2.33 -1.68
H -1.24 -3.14 -0.09
H 0.44 -3.64 -0.66
H -2.28 -2.13 0.86
H -4.12 -0.54 1.12
H -3.84 1.92 0.66
H -1.60 2.63 -0.32

# 6
C15H16BrMnN4O3S | wB97M-V/def2-TZVPD

Molar mass, g/mol: 467.2
Multiplicity: 5
Max |F|, eV/Å: 0.37
Total charge: +2
Energy above the lowest of the compared OMol25 structures with the same formula, charge and spin, eV: 0.0000

Atoms and positions in Å:
Mn 0.69 -0.51 -1.10
C -0.81 3.33 -2.40
C -0.56 1.91 -2.05
N 0.60 1.35 -1.92
N 1.77 2.04 -2.06
C 2.93 1.42 -1.77
N 4.05 2.11 -1.88
S 2.98 -0.22 -1.31
C -1.68 1.00 -1.76
C -3.01 1.36 -1.91
C -3.99 0.42 -1.61
C -3.62 -0.84 -1.18
C -2.27 -1.13 -1.05
N -1.33 -0.23 -1.33
H 0.08 3.90 -2.63
H -1.33 3.82 -1.58
H -1.46 3.38 -3.28
H 1.74 3.03 -2.28
H 4.08 3.07 -2.20
H 4.93 1.67 -1.66
H -3.29 2.34 -2.26
H -5.04 0.68 -1.72
H -4.36 -1.59 -0.93
H -1.93 -2.10 -0.71
Br 0.58 -2.63 7.11
C 0.59 -2.09 5.31
C 0.68 -3.05 4.31
C 0.69 -2.65 2.99
C 0.61 -1.29 2.67
C 0.52 -0.33 3.69
C 0.51 -0.73 5.01
C 0.62 -0.84 1.29
O 0.69 -1.73 0.31
O 0.56 0.36 0.93
H 0.74 -4.09 4.57
H 0.77 -3.39 2.20
H 0.45 0.72 3.43
H 0.44 0.00 5.80
O 0.68 -2.47 -2.24
H 0.86 -3.23 -1.67
H 0.86 -2.74 -3.15